The following is a quantum chemistry calculation of 2 unconnected molecules or ions with the total composition C3H9OS in a non-equilibrium geometry, from OMol25.

Values from the calculation:
gap between HOMO and LUMO: 6.636 eV
energy relative to the best compared isomer or geometry (same formula, charge and spin): 20.3 kcal per mole
charge: -1
DFT total energy: -593.14059 hartree

Positions of all 14 atoms, in Å:
C 1.022 0.904 -1.787
C 1.040 0.714 -0.283
C -0.291 -0.043 0.144
S -0.021 -1.733 0.648
H 0.119 1.427 -2.152
H 1.890 1.459 -2.263
H 1.145 -0.049 -2.336
H 1.294 1.662 0.170
H 1.888 0.007 -0.048
H -1.005 0.570 0.724
H -0.634 -0.130 -0.895
H -1.522 -1.961 2.337
H -2.739 -1.103 2.629
O -2.184 -1.725 3.112

Forces on the atoms, in the same order (eV/Å):
1.2 0.5 -1.9
0.9 -1.4 0.3
0.9 0.9 -1.8
-0.1 -0.7 0.8
0.2 -0.3 0.2
-0.6 -0.1 1.0
-0.7 0.1 0.5
-0.3 0.4 0.6
-0.8 0.8 -0.1
0.5 -0.3 0.0
-1.2 0.0 0.5
-0.8 0.5 1.5
-0.1 0.1 0.2
1.0 -0.5 -1.7

***

The following is a quantum chemistry calculation of 2 unconnected molecules or ions with the total composition C3H9OS in a non-equilibrium geometry, from OMol25.

Values from the calculation:
gap between HOMO and LUMO: 6.085 eV
energy relative to the best compared isomer or geometry (same formula, charge and spin): 83.3 kcal per mole
charge: -1
DFT total energy: -593.04012 hartree

Positions of all 14 atoms, in Å:
C 1.804 -2.211 1.303
O 0.976 -1.078 1.317
H 1.890 -2.946 0.416
H 2.855 -1.938 1.821
H 1.374 -2.920 2.015
C -0.084 -0.153 -1.620
S -1.194 1.050 -0.914
C -0.717 1.655 0.648
H -0.324 -0.852 -2.477
H 0.229 -0.768 -0.738
H 0.787 0.487 -1.905
H 0.130 2.412 0.495
H -1.485 1.927 1.460
H -0.176 0.679 1.020

Forces on the atoms, in the same order (eV/Å):
-0.1 1.2 1.9
0.9 -1.1 -1.3
0.3 1.5 0.1
-1.3 -0.8 -1.5
0.0 -0.6 0.6
2.7 -0.4 1.2
-4.2 0.9 -2.7
3.5 -1.7 2.2
-0.7 1.3 1.0
0.2 0.1 -0.5
-0.3 -1.0 -0.1
-1.4 -0.7 0.7
0.8 -0.4 -1.9
-0.5 1.7 0.2